Record 1
Here is a structure of composition C19H14AgBrN3O4 from the Open Molecules 2025 dataset. Energies are from wB97M-V/def2-TZVPD.

```
42
Properties=species:S:1:pos:R:3:mulliken_charge:R:1
Ag -0.36 -0.49 0.01 0.43
O -1.38 4.36 -0.23 -0.33
C -1.32 3.14 0.24 -0.48
O 0.73 1.61 -0.13 -0.34
C -2.57 2.40 0.07 0.65
C -3.80 3.09 0.01 -0.66
C -4.98 2.37 -0.02 -0.75
C -4.91 0.98 0.01 -0.54
C -3.65 0.37 0.05 1.13
N -2.51 1.06 0.10 -0.09
C -3.49 -1.12 -0.01 0.30
O -4.57 -1.88 -0.02 -0.46
O -2.40 -1.64 -0.08 -0.40
H -0.57 4.88 -0.07 0.42
H -3.81 4.16 0.00 0.44
H -5.94 2.86 -0.06 0.46
H -5.82 0.41 0.00 0.16
H -5.41 -1.41 0.03 0.31
Br 4.93 4.75 0.05 -0.19
C 4.08 3.06 0.02 -0.05
C 4.85 1.91 0.03 -0.93
C 4.23 0.68 0.00 -0.45
C 2.83 0.58 -0.02 0.38
C 2.06 1.76 -0.04 0.87
C 2.69 2.99 -0.02 -0.59
N 2.11 -0.60 -0.02 -0.05
C 2.63 -1.77 -0.03 0.00
C 1.80 -2.96 -0.01 0.23
C 2.38 -4.22 0.00 -0.68
C 1.56 -5.34 0.00 -0.34
C 0.19 -5.16 0.00 -0.77
C -0.31 -3.86 0.00 -0.16
N 0.47 -2.79 0.00 0.09
H 5.93 1.98 0.05 0.43
H 4.84 -0.20 0.01 0.27
H 0.09 2.39 0.15 0.45
H 2.12 3.91 -0.03 0.33
H 3.70 -1.95 -0.06 0.24
H 3.45 -4.33 0.00 0.35
H 1.99 -6.33 0.01 0.45
H -0.48 -6.00 0.00 0.41
H -1.37 -3.67 0.01 0.47
```

Maximum force (hartree/bohr): 0.028
Net charge: +1
Electronic energy (eV): -106624.7109
Frontier orbital gap (eV): 6.2
E_LUMO (Ha): -0.1609

Record 2
Here is a cluster of 7 separate species, C76H168N5O3P2 in total from the Open Molecules 2025 dataset. Energies are from wB97M-V/def2-TZVPD.

```
254
Properties=species:S:1:pos:R:3:mulliken_charge:R:1
C 0.62 -2.85 0.52 -0.89
C -0.49 -2.71 1.54 -0.02
C -0.88 -4.08 2.06 -0.64
C -1.73 -4.01 3.33 -1.28
P -2.51 -5.53 3.84 0.71
C -3.32 -5.26 5.48 -0.89
C -2.41 -5.02 6.65 -0.66
C -3.08 -4.83 8.03 -0.55
C -2.16 -4.41 9.13 -1.28
C -1.15 -6.82 3.99 -0.78
C -1.77 -8.12 4.54 -0.64
C -1.01 -9.31 4.09 -0.85
C -1.56 -10.62 4.60 -1.37
C -3.76 -5.99 2.52 -1.19
C -5.04 -5.20 2.31 -0.61
C -6.07 -6.02 1.44 -0.60
C -5.44 -6.48 0.11 -0.89
H 1.26 -1.96 0.50 -0.19
H 0.19 -3.03 -0.47 0.29
H 1.37 -3.63 0.60 0.69
H -1.24 -2.09 1.05 -0.11
H -0.15 -2.09 2.36 0.18
H 0.02 -4.64 2.33 0.37
H -1.43 -4.60 1.27 0.29
H -2.58 -3.34 3.23 0.42
H -1.25 -3.70 4.26 0.77
H -4.01 -6.06 5.76 0.52
H -3.99 -4.42 5.33 0.70
H -1.71 -4.19 6.57 0.24
H -1.72 -5.86 6.69 0.23
H -3.51 -5.78 8.32 0.37
H -3.92 -4.15 7.88 0.39
H -1.79 -3.41 8.88 0.29
H -1.33 -5.07 9.38 0.33
H -2.85 -4.29 9.96 0.40
H -0.30 -6.35 4.48 0.67
H -0.79 -7.08 3.00 0.51
H -2.76 -8.34 4.16 0.30
H -1.85 -7.99 5.62 0.41
H 0.03 -9.25 4.39 0.41
H -0.90 -9.35 3.00 0.43
H -2.34 -10.92 3.90 0.35
H -2.12 -10.57 5.53 0.34
H -0.81 -11.41 4.66 0.37
H -4.03 -7.00 2.80 0.69
H -3.13 -6.08 1.63 0.71
H -4.67 -4.28 1.85 0.14
H -5.48 -4.84 3.23 0.39
H -6.95 -5.48 1.09 0.45
H -6.47 -6.94 1.86 0.30
H -5.01 -5.66 -0.47 -0.06
H -6.21 -6.75 -0.62 0.45
H -4.76 -7.33 0.16 0.35
C 5.62 1.23 -0.16 -1.98
C 4.27 1.65 -0.77 1.49
C 4.37 2.69 -1.87 -0.05
C 3.02 3.13 -2.51 0.71
P 3.16 4.59 -3.53 1.05
C 3.92 5.89 -2.57 -0.78
C 3.47 6.12 -1.18 -0.68
C 2.45 7.22 -0.88 -0.45
C 2.90 8.73 -0.79 -1.45
C 4.24 4.38 -5.03 -1.29
C 5.75 3.98 -4.89 -0.08
C 6.45 3.88 -6.18 -0.65
C 5.92 2.78 -7.06 -0.78
C 1.48 4.92 -4.24 -1.28
C 0.31 4.28 -3.48 -0.22
C -0.09 4.87 -2.13 2.14
C -0.94 6.15 -2.28 -1.95
H 6.03 2.04 0.45 0.53
H 6.35 1.08 -0.96 0.37
H 5.66 0.34 0.46 0.42
H 3.70 2.09 0.04 0.43
H 3.88 0.71 -1.15 -1.40
H 4.89 2.26 -2.73 -1.14
H 5.03 3.52 -1.64 0.84
H 2.31 3.33 -1.71 -0.50
H 2.48 2.34 -3.03 0.26
H 3.94 6.80 -3.17 0.59
H 4.98 5.64 -2.49 0.47
H 4.39 6.37 -0.66 0.82
H 3.25 5.22 -0.62 -0.03
H 1.96 6.95 0.05 0.38
H 1.62 7.13 -1.58 0.04
H 3.26 8.98 -1.78 0.33
H 3.77 9.04 -0.21 0.39
H 2.14 9.48 -0.58 0.39
H 4.08 5.31 -5.56 0.70
H 3.80 3.64 -5.71 0.56
H 5.75 3.05 -4.31 -0.42
H 6.22 4.66 -4.18 0.47
H 7.51 3.80 -5.94 0.43
H 6.24 4.80 -6.72 0.30
H 6.73 2.38 -7.67 0.42
H 5.08 3.06 -7.69 0.35
H 5.58 1.94 -6.47 -0.15
H 1.45 4.61 -5.29 0.74
H 1.29 5.98 -4.42 0.66
H 0.25 3.19 -3.39 -0.81
H -0.48 4.39 -4.22 0.93
H 0.79 5.09 -1.52 -0.44
H -0.65 4.08 -1.64 -0.81
H -0.61 6.85 -3.05 0.40
H -1.02 6.68 -1.33 0.42
H -1.91 5.92 -2.70 0.51
C -6.06 -2.74 -7.54 -1.14
C -6.89 -2.04 -6.44 -0.81
C -6.00 -1.36 -5.45 -0.69
C -5.04 -2.34 -4.63 -0.92
N -4.48 -1.68 -3.34 0.64
C -3.49 -2.70 -2.69 -1.26
C -3.63 -2.54 -1.13 0.91
C -5.03 -2.04 -0.96 -0.68
C -5.55 -1.36 -2.25 -0.79
C -3.71 -0.36 -3.74 -1.75
C -2.89 0.24 -2.61 2.23
C -2.23 1.54 -2.98 -0.98
H -6.67 -3.04 -8.40 0.36
H -5.59 -3.58 -7.03 0.31
H -5.12 -2.24 -7.76 0.34
H -7.58 -2.71 -5.93 0.39
H -7.55 -1.30 -6.90 0.39
H -6.49 -0.78 -4.67 0.50
H -5.47 -0.68 -6.12 0.31
H -4.22 -2.63 -5.27 0.66
H -5.43 -3.31 -4.30 0.50
H -2.51 -2.65 -3.16 0.31
H -3.94 -3.68 -2.89 0.59
H -2.90 -1.79 -0.82 -0.75
H -3.45 -3.51 -0.65 0.42
H -5.14 -1.44 -0.06 0.28
H -5.74 -2.85 -0.76 0.33
H -5.57 -0.27 -2.25 0.21
H -6.51 -1.71 -2.63 0.67
H -4.40 0.36 -4.18 0.46
H -3.10 -0.74 -4.57 0.41
H -2.02 -0.32 -2.28 -0.63
H -3.49 0.37 -1.70 -0.49
H -2.54 2.34 -2.31 0.04
H -2.61 1.83 -3.96 0.74
H -1.15 1.53 -3.09 -0.25
C -5.56 7.97 -1.71 -1.21
C -5.99 6.51 -1.76 -0.64
C -5.49 5.66 -0.54 -0.69
C -5.40 4.16 -0.79 -0.94
N -5.25 3.42 0.53 0.48
C -5.26 1.92 0.23 0.19
C -5.87 1.18 1.43 -0.71
C -6.60 2.25 2.21 -1.21
C -6.53 3.55 1.38 -0.57
C -3.96 3.81 1.33 -1.42
C -2.63 3.68 0.61 1.59
C -1.41 4.47 1.25 -1.28
H -4.49 8.10 -1.85 0.26
H -5.88 8.41 -0.76 0.35
H -6.11 8.34 -2.58 0.41
H -5.61 6.03 -2.67 0.38
H -7.07 6.45 -1.80 0.40
H -6.21 5.87 0.26 0.37
H -4.57 6.05 -0.10 0.34
H -4.63 3.90 -1.52 0.39
H -6.35 3.84 -1.24 0.65
H -4.18 1.76 0.12 -0.48
H -5.80 1.75 -0.70 0.51
H -5.05 0.84 2.06 0.28
H -6.55 0.38 1.14 0.51
H -6.14 2.42 3.18 0.40
H -7.56 1.83 2.50 0.44
H -6.45 4.43 2.01 0.47
H -7.43 3.53 0.77 0.41
H -3.99 3.31 2.30 0.56
H -4.22 4.84 1.57 0.56
H -2.83 4.05 -0.40 -0.27
H -2.34 2.63 0.53 -0.43
H -1.58 5.54 1.19 0.40
H -0.45 4.46 0.73 0.09
H -1.11 4.06 2.22 0.45
C 2.21 -0.23 2.69 -0.54
C 3.07 1.02 2.85 -0.02
C 3.32 1.30 4.34 -0.74
C 4.16 0.22 5.06 -1.11
N 4.72 0.63 6.50 0.23
C 5.82 1.66 6.44 -0.50
C 6.88 1.27 7.47 -0.72
C 6.43 0.00 8.18 -0.68
C 5.46 -0.61 7.11 -0.65
C 3.56 1.12 7.44 -0.87
C 2.42 0.14 7.71 -0.12
C 1.29 0.73 8.60 -1.42
H 1.33 0.04 3.27 0.33
H 2.64 -1.21 2.93 0.58
H 1.93 -0.29 1.64 -0.36
H 2.62 1.91 2.41 0.09
H 3.99 0.90 2.27 0.02
H 2.37 1.35 4.89 0.28
H 3.85 2.25 4.43 0.44
H 5.05 -0.08 4.49 0.53
H 3.62 -0.71 5.20 0.50
H 5.38 2.66 6.44 0.50
H 6.30 1.41 5.49 0.28
H 6.98 2.16 8.09 0.33
H 7.86 1.02 7.05 0.37
H 6.06 0.34 9.14 0.27
H 7.24 -0.72 8.33 0.41
H 4.79 -1.36 7.54 0.38
H 5.91 -1.17 6.29 0.50
H 3.25 2.00 6.89 0.53
H 4.06 1.30 8.40 0.52
H 2.83 -0.68 8.31 0.25
H 1.93 -0.30 6.83 0.24
H 1.47 0.84 9.67 0.38
H 0.43 0.07 8.50 0.32
H 0.96 1.69 8.22 0.37
C 7.74 -1.41 -2.16 -1.23
C 7.28 -0.58 -3.36 -0.92
C 5.79 -0.59 -3.52 1.88
C 5.27 -1.87 -4.26 -1.19
N 3.78 -2.10 -3.96 0.58
C 3.55 -2.42 -2.45 -0.43
C 2.25 -3.28 -2.38 0.71
C 2.30 -3.99 -3.66 -1.17
C 3.34 -3.41 -4.64 -0.71
C 2.90 -0.91 -4.34 -0.25
C 3.16 -0.35 -5.79 -0.30
C 2.02 0.44 -6.34 -1.47
H 7.57 -0.98 -1.17 0.21
H 8.80 -1.66 -2.27 0.45
H 7.35 -2.43 -2.23 0.32
H 7.92 -0.85 -4.20 0.53
H 7.53 0.43 -3.04 0.30
H 5.48 0.33 -4.01 -0.87
H 5.30 -0.42 -2.57 -0.57
H 5.90 -2.72 -4.01 0.69
H 5.42 -1.72 -5.33 0.47
H 3.52 -1.54 -1.80 -0.25
H 4.38 -3.01 -2.07 0.71
H 1.43 -2.57 -2.26 -0.63
H 2.30 -3.91 -1.50 0.48
H 1.28 -3.89 -4.03 0.34
H 2.42 -5.06 -3.51 0.46
H 2.99 -3.43 -5.67 0.39
H 4.12 -4.15 -4.49 0.41
H 2.95 -0.15 -3.56 -0.02
H 1.88 -1.29 -4.25 0.61
H 3.30 -1.20 -6.45 0.38
H 4.17 0.05 -5.89 0.06
H 2.09 0.78 -7.37 0.44
H 1.84 1.32 -5.73 0.13
H 1.06 -0.08 -6.41 0.43
N 0.31 0.65 -0.39 0.50
O 0.92 1.70 -0.22 -0.39
O 0.78 -0.15 -1.16 0.35
O -0.90 0.51 -0.02 -0.42
```

Maximum force (hartree/bohr): 0.066
Net charge: +6
Electronic energy (eV): -113642.0040
Frontier orbital gap (alpha / beta) (eV): 7.4 / 3.5
E_LUMO (alpha / beta) (Ha): -0.4547 / -0.5978
2S+1: 2